# 1
12 unconnected molecules or ions with the total composition C79H184N12O15. Source: the OMol25 dataset; level of theory: ωB97M-V with the def2-TZVPD basis set.

For the relative energy (zero: lowest compared OMol25 entry of this formula, charge and spin), the calculation gives 216.31 kcal per mole. The SMILES is CC1(C)CCCC(C)(C)N1O.CC1(C)CCCC(C)(C)N1O.CC1(C)CCCC(C)(C)N1O.CC1(C)CCCC(C)(C)N1O.CC1(C)CCCC(C)(C)N1O.COC[C@H](C)N.COC[C@H](C)N.COC[C@H](C)N.COC[C@H](C)N.COCCNCCOC.COCCNCCOC.COCCNCCOC. For the HOMO energy, the calculation gives -8.04 eV. Its total charge is 0.

Structure (XYZ):
```
290
C79H184N12O15, DFT ωB97M-V with the def2-TZVPD basis set
C -0.85530 -2.84262 -4.87518
C -0.16330 -4.19145 -4.88265
C -0.43917 -5.11932 -3.64627
C -1.85871 -5.84388 -3.82274
C -1.95515 -6.61961 -5.18188
C -1.77204 -5.71043 -6.39447
N -0.53162 -4.99484 -6.16131
O -0.03647 -4.51598 -7.32791
C -1.54223 -6.77133 -7.48658
C -3.00304 -4.88312 -6.71303
C 1.36743 -4.04742 -4.93677
H -1.91859 -2.69863 -4.68339
H -0.82795 -2.46087 -5.89577
H -0.33569 -2.03233 -4.36377
H 0.43180 -5.76441 -3.53064
H -0.49974 -4.41511 -2.81650
H -2.66682 -5.25058 -3.39487
H -1.73575 -6.70075 -3.16035
H -2.83895 -7.23580 -5.34716
H -1.27304 -7.46958 -5.16250
H -0.62030 -7.28084 -7.20635
H -2.37323 -7.47388 -7.42367
H -1.37813 -6.51690 -8.53370
H -3.02510 -4.12859 -5.92671
H -2.85737 -4.44610 -7.70090
H -3.97014 -5.36835 -6.84475
H 1.70574 -3.72183 -3.95308
H 1.64478 -3.27620 -5.65538
H 1.93085 -4.97732 -5.01378
H -0.62000 -3.76854 -7.47769
C 8.49768 4.55572 1.30603
C 7.39722 5.41903 0.76037
C 7.64677 5.76091 -0.73423
C 7.28432 4.63833 -1.66225
C 5.88610 4.34738 -1.56299
C 5.38529 3.99465 -0.09784
N 5.98947 4.92835 0.94027
O 5.49445 4.58183 2.20205
C 3.87007 4.12607 -0.12038
C 5.80629 2.55294 0.08732
C 7.53586 6.80477 1.54137
H 8.49348 4.49937 2.39456
H 9.47414 4.87915 0.94547
H 8.35858 3.53003 0.96442
H 7.13450 6.67873 -1.02283
H 8.69804 6.02845 -0.84081
H 7.89921 3.74023 -1.60393
H 7.56302 5.02310 -2.64326
H 5.53296 3.69175 -2.35895
H 5.50646 5.34826 -1.76838
H 3.52783 5.13313 -0.35875
H 3.43639 3.47808 -0.88204
H 3.38012 3.91861 0.83094
H 5.11238 2.02531 -0.56705
H 6.83975 2.40711 -0.22700
H 5.45171 2.11275 1.01931
H 7.73624 7.66742 0.90593
H 8.40002 6.81261 2.20564
H 6.69523 7.07374 2.18097
H 4.79125 5.17208 2.48262
C -5.49320 -0.16364 -0.87318
C -6.05685 -0.99896 0.37726
C -7.06728 -2.07743 -0.23713
C -7.50841 -3.27875 0.69112
C -6.22320 -3.81176 1.37682
C -5.25762 -2.79139 2.08421
N -4.94297 -1.70612 1.08078
O -4.06696 -0.74305 1.67981
C -6.06185 -2.23147 3.27717
C -4.00778 -3.55620 2.59559
C -7.00944 -0.06503 1.22844
H -6.26667 0.44820 -1.33739
H -4.94529 -0.78198 -1.58420
H -4.72692 0.55431 -0.58086
H -7.91138 -1.51841 -0.64096
H -6.63380 -2.49836 -1.14433
H -7.91859 -4.07389 0.06852
H -8.31361 -2.89303 1.31639
H -5.66422 -4.24156 0.54560
H -6.56679 -4.58262 2.06661
H -7.05582 -1.83655 3.06701
H -6.21708 -2.90540 4.11967
H -5.51647 -1.37346 3.67021
H -3.44641 -2.91892 3.27885
H -4.16082 -4.36876 3.30583
H -3.32351 -3.94904 1.84355
H -7.85042 -0.62838 1.63274
H -7.25949 0.80258 0.61784
H -6.42088 0.20780 2.10438
H -3.21181 -0.92363 1.28267
C -1.28138 -2.97577 -0.42737
C -0.13125 -2.28228 0.33907
C 1.20147 -2.66457 -0.41924
C 2.40365 -1.78670 0.14294
C 2.10057 -0.31502 -0.09897
C 0.70679 0.13591 0.55579
N -0.40301 -0.82168 0.25086
O -1.62891 -0.33546 0.73812
C 1.02307 0.25215 2.02311
C 0.31506 1.48950 0.01450
C -0.07462 -2.92851 1.72844
H -1.17256 -2.78914 -1.49574
H -2.28705 -2.64783 -0.16430
H -1.24803 -4.06523 -0.43551
H 1.27092 -3.70636 -0.10628
H 1.14751 -2.57467 -1.50419
H 3.32587 -2.09061 -0.35229
H 2.54988 -1.83161 1.22215
H 2.05424 -0.13041 -1.17223
H 2.87787 0.38260 0.21285
H 0.11305 0.23616 2.62287
H 1.69826 -0.41113 2.56373
H 1.54448 1.20566 2.10706
H -0.47567 1.76722 0.71142
H 1.08722 2.25824 0.04465
H -0.12300 1.51000 -0.98339
H -0.06539 -4.01670 1.79052
H -0.98910 -2.63089 2.24153
H 0.75954 -2.53191 2.30722
H -1.89697 0.29801 0.06844
C -5.74433 5.40506 4.65012
C -5.12817 4.13178 5.31470
C -5.48381 2.86007 4.39788
C -4.67469 2.64715 3.07777
C -3.13858 2.63561 3.43834
C -2.66845 3.94646 4.24771
N -3.62156 4.30042 5.36508
O -3.20206 5.47320 6.00633
C -1.22550 3.70348 4.84475
C -2.48493 5.00978 3.09975
C -5.60321 3.89912 6.74753
H -6.83271 5.40134 4.70919
H -5.30415 5.66912 3.68855
H -5.58274 6.38150 5.10679
H -5.49666 1.95556 5.00598
H -6.53624 2.91023 4.11866
H -4.85055 3.56808 2.52182
H -4.94915 1.78586 2.46871
H -2.60278 2.55899 2.49221
H -2.88145 1.83247 4.12895
H -0.58831 3.07640 4.22116
H -0.82262 4.68390 5.09884
H -1.44605 3.27126 5.82079
H -2.32915 6.02264 3.47116
H -1.68258 4.79603 2.39361
H -3.37735 5.30783 2.54943
H -6.64354 4.16978 6.92796
H -5.00487 4.47209 7.45591
H -5.52327 2.85690 7.05654
H -2.79628 5.07298 6.77884
C 0.38556 -2.06168 10.51999
O -0.33439 -0.94662 10.00603
C -0.18866 -0.65709 8.53526
C -0.06748 -1.81901 7.47325
N 0.57261 -1.45977 6.19002
C -0.03028 -0.31614 5.45863
C -1.46535 -0.56522 4.95906
O -2.35232 -0.07377 5.97885
C -3.65217 -0.64913 5.84426
H 0.06577 -3.08962 10.34915
H 0.38693 -1.96887 11.60603
H 1.44304 -1.99739 10.26368
H 0.72625 -0.10125 8.33010
H -0.96270 0.05872 8.25854
H -0.97999 -2.33103 7.16787
H 0.50779 -2.59775 7.97397
H 1.42201 -1.08222 6.58509
H 0.51691 -0.14780 4.53108
H 0.07165 0.54865 6.11426
H -1.43768 -1.65486 4.96328
H -1.65202 -0.10582 3.98839
H -4.38652 0.05140 5.44667
H -4.17283 -0.88575 6.77217
H -3.75345 -1.47519 5.14036
C -0.51509 4.58508 -5.44808
O -0.15950 4.31053 -4.20337
C 1.21977 4.03776 -3.92924
C 1.92429 2.67260 -4.28824
N 1.40783 1.51259 -3.51168
C 1.63584 0.22858 -4.08247
C 3.11952 -0.07250 -4.12304
O 3.29345 -1.46199 -4.44447
C 4.62614 -1.94007 -4.78303
H 0.17919 5.22808 -5.98904
H -1.51771 5.00986 -5.49709
H -0.50277 3.73214 -6.12664
H 1.34566 4.13703 -2.85110
H 1.78355 4.88543 -4.31872
H 3.01136 2.74056 -4.32998
H 1.46059 2.64244 -5.27422
H 0.58679 1.68052 -2.94796
H 1.16824 0.23493 -5.06705
H 1.06230 -0.47557 -3.47970
H 3.28847 0.05247 -3.05349
H 3.82378 0.62386 -4.57825
H 4.86069 -2.98380 -4.57398
H 5.40594 -1.40644 -4.23967
H 4.75353 -1.70430 -5.83957
C -0.25295 5.85174 -0.48415
O -1.13163 6.51184 -1.47142
C -1.20227 7.89573 -1.57154
C -2.67261 8.17660 -2.21320
N -2.70177 7.98548 -3.69736
C -2.01847 9.05219 -4.35959
C -1.18866 8.71430 -5.60760
O -2.14701 8.67823 -6.71109
C -1.51988 8.40944 -7.95552
H -0.65197 5.82039 0.52971
H 0.71870 6.34571 -0.48463
H -0.03477 4.85070 -0.85622
H -0.43299 8.45072 -2.10846
H -1.28666 8.13255 -0.51093
H -2.96135 9.19595 -1.95697
H -3.45254 7.60724 -1.70760
H -2.09836 7.17581 -3.71812
H -1.35251 9.46446 -3.60155
H -2.79388 9.75770 -4.65808
H -0.73534 7.74598 -5.39553
H -0.31372 9.33823 -5.79002
H -0.62610 9.01564 -8.10321
H -2.24464 8.54426 -8.75842
H -1.02845 7.43948 -8.03156
C -3.39438 1.46219 -6.29965
C -4.00195 0.26251 -5.59932
C -3.66433 0.37800 -4.03100
O -2.20418 0.40250 -3.91313
C -1.77594 -0.20317 -2.63061
N -5.42205 0.28406 -5.85075
H -3.96371 2.33129 -5.97006
H -3.55862 1.54718 -7.37385
H -2.37960 1.77719 -6.05656
H -3.60834 -0.68114 -5.97703
H -4.19792 -0.44151 -3.54957
H -4.05537 1.35206 -3.73707
H -2.26917 -1.17111 -2.54170
H -1.96260 0.34122 -1.70491
H -0.73082 -0.48424 -2.76031
H -5.73651 -0.67524 -5.88171
H -5.63657 0.51159 -6.81112
C 3.94305 -5.30044 -2.90998
C 5.22523 -5.17953 -2.11061
C 5.09191 -4.43049 -0.81911
O 6.04245 -4.74609 0.19555
C 6.20324 -3.77192 1.16059
N 5.72660 -6.54636 -1.90365
H 3.41756 -4.34568 -2.89025
H 3.31964 -6.10380 -2.51745
H 4.15412 -5.51268 -3.95808
H 6.09824 -4.80043 -2.64189
H 4.20784 -4.97020 -0.47967
H 5.13032 -3.39872 -1.16852
H 5.36447 -3.58166 1.83020
H 6.62698 -2.80756 0.88031
H 6.93821 -4.18913 1.84896
H 5.56644 -6.94733 -2.81671
H 6.70964 -6.33046 -1.81933
C 5.44730 1.35611 4.48064
C 4.80333 0.06186 5.15019
C 3.90538 0.38060 6.46448
O 3.16948 -0.64005 7.17067
C 3.94432 -1.85184 7.31097
N 3.92589 -0.50721 4.05509
H 4.76916 2.16486 4.20832
H 5.91172 1.19759 3.50736
H 6.29242 1.73810 5.05331
H 5.57008 -0.67365 5.39350
H 3.14353 1.08688 6.13455
H 4.54203 0.97542 7.11943
H 3.39070 -2.50357 7.98687
H 4.95940 -1.71472 7.68369
H 3.97348 -2.45401 6.40287
H 3.16443 0.15263 3.98525
H 3.44417 -1.33857 4.36638
C 2.05948 -9.61328 0.14685
C 1.81009 -8.09654 -0.20310
C 0.72382 -7.37021 0.68171
O -0.57703 -8.00715 0.86181
C -1.14894 -8.63920 -0.30772
N 3.04196 -7.48219 0.01396
H 1.19717 -10.23723 -0.08805
H 2.28308 -9.79137 1.19871
H 2.98029 -9.96005 -0.32214
H 1.55910 -7.85973 -1.23703
H 0.60473 -6.34890 0.32000
H 1.18122 -7.35063 1.67091
H -2.21855 -8.43195 -0.27487
H -1.01673 -9.70919 -0.14731
H -0.78554 -8.39571 -1.30610
H 3.92986 -7.94330 0.15226
H 3.14167 -6.63003 -0.51893
```

***

# 2
A gas-phase ion, C7F4NO2 (charge -1). Source: the OMol25 dataset; level of theory: ωB97M-V with the def2-TZVPD basis set.

For the relative energy (zero: lowest compared OMol25 entry of this formula, charge and spin), the calculation gives 0.00 kcal per mole. The SMILES is N#CC1([O-])C(F)=C(F)C(=O)C(F)=C1F. For the HOMO energy, the calculation gives -4.89 eV. Its total charge is -1.

Structure (XYZ):
```
14
C7F4NO2, DFT ωB97M-V with the def2-TZVPD basis set
F -0.06918 -3.26686 -0.70122
C 0.44375 -2.19763 -0.04641
C 1.73762 -1.88784 -0.22231
F 2.52842 -2.37342 -1.22405
C 2.43081 -0.97242 0.70669
O 3.53485 -0.47813 0.47459
C 1.64390 -0.53625 1.88919
F 2.31226 0.19673 2.82829
C 0.35779 -0.87352 2.03050
F -0.27441 -0.77704 3.21582
C -0.50138 -1.61952 1.00530
O -1.20208 -2.60025 1.57717
C -1.58368 -0.81481 0.41904
N -2.54116 -0.26716 0.02908
```

***

# 3
A molecular structure, C7F6NO9S6SbTc. Source: the OMol25 dataset; level of theory: ωB97M-V with the def2-TZVPD basis set.

For the HOMO energy (spin up / spin down), the calculation gives -12.42 / -12.42 eV. Its total charge is +1.

Structure (XYZ):
```
31
C7F6NO9S6SbTc, DFT ωB97M-V with the def2-TZVPD basis set
Tc -0.37439 -0.44451 0.88454
O -4.96138 2.69479 2.25870
C -4.03343 1.98440 2.11008
C -4.07667 0.64131 1.35816
O -5.04822 0.14063 0.86296
C -2.67962 0.12053 1.50263
C -1.90579 0.90923 2.28031
O -0.70355 0.46040 2.54179
C -2.61973 2.16092 2.62305
O -2.17242 3.10366 3.28159
O -2.16824 -1.08876 1.11877
F 2.93731 0.76488 -1.36969
C 2.52002 2.00724 -1.41466
F 3.10738 2.77229 -0.52825
F 2.64749 2.54358 -2.60061
S 0.68287 1.88979 -0.99085
O 0.79437 1.11352 0.31818
O 0.24717 3.20294 -0.87167
N 0.03567 1.05153 -2.12561
S -0.12071 -0.49466 -2.30998
O 0.04102 -1.22779 -0.97756
O -1.37357 -0.72497 -2.94182
C 1.24326 -1.29863 -3.27906
F 1.54339 -0.57343 -4.33907
F 2.31068 -1.47351 -2.46770
F 0.77022 -2.47021 -3.51522
S 2.16855 -5.00970 3.15465
Sb 4.16293 -5.02746 2.51872
S 2.00188 -3.00164 0.41467
S 1.06696 -1.78518 1.66324
S 3.95654 -2.94119 0.83972
```

***

# 4
A single C7H10 molecule. Source: the OMol25 dataset; level of theory: ωB97M-V with the def2-TZVPD basis set.

For the relative energy (zero: lowest compared OMol25 entry of this formula, charge and spin), the calculation gives 57.63 kcal per mole. The SMILES is C=CC(C=C)=CC. For the HOMO energy, the calculation gives -8.53 eV. Its total charge is 0.

Structure (XYZ):
```
17
C7H10, DFT ωB97M-V with the def2-TZVPD basis set
C -1.41961 -0.19133 -0.50638
C -2.36396 0.66675 -0.15185
C 0.18606 -0.56584 1.29729
C -0.03418 -0.10722 0.05080
C 1.06433 0.12500 -0.88944
C 0.84912 0.35245 -2.18264
C 1.48614 -0.30748 2.05308
H -1.69551 -1.14599 -0.94729
H -2.37588 1.35957 0.67982
H -3.22607 0.75512 -0.80986
H -0.69138 -0.76367 1.90649
H 2.09890 0.04870 -0.58104
H 1.69376 0.42820 -2.85022
H -0.17489 0.35996 -2.53013
H 1.51950 0.77393 2.16642
H 1.54108 -0.83814 2.99844
H 2.32139 -0.66794 1.45310
```

***

Number 1: maximum force 4.1 eV Å⁻¹. Number 2: maximum force 3.2 eV Å⁻¹. Number 3: maximum force 4.4 eV Å⁻¹. Number 4: maximum force 2.0 eV Å⁻¹.